(1)
A cluster of 5 separate species, C36H79BrN5O8S in total, computed with wB97M-V/def2-TZVPD.

```
! wB97M-V def2-TZVPD RIJCOSX def2/J DEFGRID3
* xyz 1 1
C 1.0900 -2.3659 3.6766
C 1.4359 -3.7318 3.0410
C 2.6100 -3.6712 2.0439
C 2.4773 -4.6513 0.8612
C 2.8058 -4.0438 -0.5020
C 4.1984 -3.3980 -0.6129
C 4.1754 -2.2058 -1.5915
C 4.0151 -0.8622 -0.8719
C 3.4055 0.2263 -1.7859
C 2.4005 1.1214 -1.0225
C 0.9954 1.2059 -1.6558
C -0.0879 1.3473 -0.5718
N -0.7566 0.0666 -0.2514
S 0.2643 -1.1025 0.4785
C -2.0606 -0.1072 -0.4858
N -2.8815 0.8607 -0.9334
C -4.0832 0.3266 -0.9152
Br -5.5774 1.2797 -1.4129
N -4.0855 -0.9377 -0.5012
C -5.2195 -1.8263 -0.2964
C -5.3027 -2.4307 1.1148
C -4.5989 -1.5786 2.1820
N -2.7558 -1.2463 -0.2751
N -2.4296 -2.5285 0.1046
C -2.2343 -3.4166 -0.8287
C -1.2529 -3.2468 -1.9451
C -2.9709 -4.7043 -0.7585
H 0.0663 -2.0697 3.4387
H 1.1725 -2.3996 4.7614
H 1.7549 -1.5787 3.3185
H 1.7446 -4.3887 3.8534
H 0.5482 -4.1575 2.5716
H 2.7581 -2.6524 1.6737
H 3.5133 -3.9464 2.5902
H 1.4303 -4.9718 0.8310
H 3.0704 -5.5540 1.0155
H 2.7042 -4.8181 -1.2650
H 2.0710 -3.2585 -0.7217
H 4.8982 -4.1309 -1.0161
H 4.5542 -3.0581 0.3600
H 3.3702 -2.3722 -2.3116
H 5.1241 -2.1940 -2.1304
H 5.0117 -0.5197 -0.5893
H 3.4057 -0.9767 0.0272
H 4.1791 0.8520 -2.2264
H 2.8787 -0.2852 -2.5956
H 2.3267 0.7776 0.0091
H 2.8265 2.1248 -0.9754
H 0.9755 2.1005 -2.2777
H 0.8149 0.3304 -2.2827
H -0.8277 2.1187 -0.7584
H 0.4258 1.6276 0.3500
H -0.5414 -1.4682 1.4866
H -5.2787 -2.5777 -1.0836
H -6.1031 -1.2059 -0.4250
H -4.8826 -3.4334 1.1236
H -6.3494 -2.5326 1.3990
H -3.5583 -1.8757 2.2782
H -4.6681 -0.5194 1.9250
H -5.0794 -1.7065 3.1483
H -1.0654 -4.1926 -2.4465
H -0.3127 -2.9274 -1.4913
H -1.5744 -2.5095 -2.6855
H -3.3552 -4.9227 0.2332
H -3.8151 -4.5297 -1.4384
H -2.4118 -5.5355 -1.1810
C -3.1409 1.2741 7.6333
O -1.9169 0.5870 7.4343
C -2.0789 -0.7920 7.1558
C -1.9365 -1.0871 5.6793
O -2.9826 -0.5018 4.9130
C -2.5884 0.6937 4.2696
H -2.9251 2.3410 7.5977
H -3.8715 1.0314 6.8576
H -3.5630 1.0355 8.6144
H -3.0451 -1.1512 7.5236
H -1.2922 -1.3284 7.6949
H -1.9935 -2.1704 5.5306
H -0.9605 -0.7466 5.3183
H -1.9401 0.4688 3.4104
H -2.0634 1.3675 4.9498
H -3.4861 1.1939 3.9070
C 2.5367 3.2878 -5.3850
O 3.6351 2.5618 -4.8591
C 3.9366 1.3999 -5.6169
C 5.1279 1.6048 -6.5255
O 4.8554 2.5524 -7.5416
C 5.3919 3.8374 -7.2820
H 2.5120 4.2633 -4.9015
H 2.6173 3.4301 -6.4647
H 1.6111 2.7447 -5.1619
H 3.0669 1.0805 -6.2009
H 4.1697 0.6034 -4.9013
H 5.3582 0.6558 -7.0198
H 6.0040 1.9032 -5.9408
H 6.4764 3.8420 -7.4327
H 5.1674 4.1715 -6.2663
H 4.9385 4.5288 -7.9899
C 0.4707 6.4293 7.1286
O -0.8263 5.9233 6.8652
C -1.1657 5.9092 5.4915
C -1.0216 4.5277 4.8932
O 0.3258 4.0888 4.8645
C 0.6431 3.1827 5.9071
H 0.7156 6.1771 8.1586
H 1.2188 5.9869 6.4665
H 0.4903 7.5185 7.0195
H -0.5588 6.6284 4.9323
H -2.2134 6.2168 5.4132
H -1.3700 4.5588 3.8547
H -1.6464 3.8127 5.4402
H 0.2058 2.1985 5.7024
H 0.2865 3.5368 6.8766
H 1.7268 3.0868 5.9456
C -1.2729 -1.9124 -5.7896
O -2.2824 -0.9438 -5.5749
C -1.8718 0.1387 -4.7578
C -1.5158 1.3658 -5.5660
O -0.3621 1.1431 -6.3504
C -0.6259 0.8777 -7.7188
H -1.6035 -2.5564 -6.6019
H -0.3219 -1.4519 -6.0658
H -1.1265 -2.5287 -4.8937
H -1.0220 -0.1550 -4.1283
H -2.7132 0.3867 -4.1014
H -1.2816 2.1794 -4.8703
H -2.3617 1.6832 -6.1830
H -0.9220 1.7932 -8.2397
H -1.4068 0.1235 -7.8410
H 0.2969 0.5078 -8.1612
*
```

Results
- electronic energy (Eh) = -5266.45895
- HOMO level (hartree) = -0.3918

(2)
A cluster of 5 separate species, C36H80BF4N4 in total, computed with wB97M-V/def2-TZVPD.

```
! wB97M-V def2-TZVPD RIJCOSX def2/J DEFGRID3
* xyz 3 1
C -12.8056 -28.6198 6.5208
C -13.7376 -27.4071 6.7927
C -13.2821 -26.5512 7.9580
N -14.0062 -25.2059 8.0588
C -13.7115 -24.5938 9.4565
C -14.4980 -25.3255 10.5396
C -15.9275 -25.6114 10.1387
C -16.1566 -26.2216 8.7730
C -15.4628 -25.3191 7.7521
C -13.3369 -24.2884 7.0580
H -11.7569 -28.4430 6.2986
H -13.2658 -29.2915 5.7995
H -12.8257 -29.2163 7.4425
H -14.7443 -27.7868 6.9420
H -13.6704 -26.9203 5.8155
H -12.2135 -26.3508 7.9417
H -13.5324 -27.0133 8.9109
H -12.6284 -24.6491 9.5203
H -14.0540 -23.5636 9.3831
H -14.0021 -26.1971 10.9715
H -14.4663 -24.6213 11.3770
H -16.4304 -26.1480 10.9488
H -16.5297 -24.6912 10.1944
H -15.6911 -27.2080 8.8246
H -17.2048 -26.2951 8.4974
H -15.5985 -25.7078 6.7416
H -15.8414 -24.2966 7.7080
H -12.2855 -24.2513 7.3223
H -13.8286 -23.3201 7.1133
H -13.5424 -24.7316 6.0843
C -17.9154 -21.0499 2.6027
C -17.1781 -21.0539 3.9603
C -16.2047 -19.8539 4.0173
N -15.7602 -19.5011 5.4149
C -14.7572 -18.3540 5.2821
C -14.2426 -17.8191 6.6105
C -15.3955 -17.3953 7.5203
C -16.4482 -18.4776 7.5843
C -16.9456 -18.9340 6.2186
C -15.1639 -20.6389 6.1502
H -18.2192 -22.0750 2.4153
H -17.2352 -20.6421 1.8509
H -18.7482 -20.3494 2.5403
H -16.6734 -22.0053 4.1128
H -17.8781 -20.9549 4.7915
H -16.5707 -18.9329 3.5717
H -15.2770 -20.1386 3.5173
H -15.2367 -17.5523 4.7253
H -13.9232 -18.7820 4.7259
H -13.6233 -16.9586 6.3537
H -13.6118 -18.5082 7.1727
H -15.8492 -16.4453 7.2232
H -15.0509 -17.1732 8.5318
H -17.3597 -18.2352 8.1470
H -16.1993 -19.3226 8.2364
H -17.3706 -18.0964 5.6726
H -17.6145 -19.7705 6.3958
H -15.9114 -21.4333 6.1791
H -14.7766 -20.5506 7.1582
H -14.3687 -21.0236 5.5082
C -22.4125 -25.0777 -2.3925
C -21.5897 -26.2947 -1.9838
C -20.4162 -25.8584 -1.1200
N -19.3935 -26.9831 -0.8396
C -18.3024 -26.3303 0.0169
C -18.7644 -26.0453 1.4495
C -19.4789 -27.2291 2.1093
C -20.6340 -27.7175 1.2209
C -20.0877 -28.1163 -0.1268
C -18.7351 -27.4591 -2.0980
H -22.8111 -25.2967 -3.3883
H -21.7597 -24.2453 -2.6647
H -23.2607 -24.8528 -1.7562
H -21.3002 -26.8515 -2.8736
H -22.1562 -26.9840 -1.3533
H -20.7154 -25.4425 -0.1624
H -19.8382 -25.0519 -1.5782
H -17.9819 -25.4009 -0.4432
H -17.5421 -27.1128 0.0622
H -19.3791 -25.1407 1.3995
H -17.9605 -25.7297 2.1197
H -19.8304 -26.9391 3.0988
H -18.7361 -28.0073 2.3015
H -21.4298 -26.9774 1.2000
H -20.9744 -28.6041 1.7583
H -20.8323 -28.5605 -0.7858
H -19.3356 -28.9047 -0.0356
H -18.1026 -28.3071 -1.8459
H -18.2567 -26.6121 -2.5758
H -19.5044 -27.8839 -2.7407
C -12.9605 -29.4728 2.3769
C -12.4371 -28.3122 1.4979
C -13.5514 -27.3379 1.0564
N -13.0759 -26.2688 0.1073
C -14.3279 -25.5988 -0.4586
C -14.1027 -24.7415 -1.7112
C -13.1077 -25.2996 -2.7050
C -11.8215 -25.6814 -1.9977
C -12.0504 -26.7333 -0.9136
C -12.3799 -25.2215 0.9822
H -12.4175 -30.4015 2.2091
H -13.9374 -29.7708 1.9758
H -13.0040 -29.1898 3.4212
H -11.9070 -28.7755 0.6708
H -11.7871 -27.7084 2.1349
H -14.0753 -26.8611 1.8803
H -14.2297 -27.9687 0.4764
H -15.1115 -26.3254 -0.6885
H -14.7807 -25.0727 0.3840
H -15.1044 -24.5546 -2.1002
H -13.7020 -23.7569 -1.4493
H -13.5377 -26.1019 -3.3136
H -12.7198 -24.6500 -3.4958
H -11.2000 -26.1717 -2.7479
H -11.2853 -24.8676 -1.5135
H -12.4290 -27.6691 -1.3257
H -11.1454 -26.9322 -0.3465
H -13.0554 -24.8963 1.7683
H -12.2017 -24.3418 0.3605
H -11.3703 -25.4713 1.2971
B -15.2444 -24.6578 3.7725
F -13.9962 -25.2764 4.0330
F -16.3378 -25.4918 4.0382
F -15.2596 -23.5541 4.6599
F -15.2672 -24.1763 2.4638
*
```

Results
- electronic energy (Eh) = -2062.39131
- HOMO level (hartree) = -0.6375

(3)
A structure of composition C36H83B2IN9O12P, computed with wB97M-V/def2-TZVPD.

```
! wB97M-V def2-TZVPD RIJCOSX def2/J DEFGRID3
* xyz 0 1
C 2.5861 3.3044 5.8723
O 2.7021 4.0919 4.7100
C 1.6016 3.9402 3.8290
C 2.0176 4.4418 2.4382
C 1.6414 3.4254 1.3554
C 1.5325 3.8931 -0.0871
I 3.0798 5.4589 -0.4708
N 0.2909 4.6047 -0.3830
B -0.5620 5.2567 0.5952
N -1.1500 4.6071 1.7769
O -0.9319 6.5706 0.2875
C 1.7778 2.6837 -1.0804
O 1.7000 1.3950 -0.4522
C 0.5441 0.6134 -0.2187
C 1.0668 -0.5643 0.6090
C 1.0841 -1.9062 -0.1260
C 2.2718 -2.8055 0.2742
C 3.1726 -3.2152 -0.8902
N 4.2231 -2.2449 -1.2419
C 3.7622 -1.0747 -1.9934
C 5.1589 -2.0224 -0.2602
C 6.0578 -0.8282 -0.4301
O 5.2850 -2.7975 0.6670
O -0.4579 1.3347 0.4499
C -1.6732 0.5756 0.5465
C -2.9152 1.3196 0.0456
C -3.7787 0.3709 -0.7954
C -3.7563 1.8609 1.2027
C -4.7624 2.9672 0.8400
C -5.2224 3.6953 2.1158
C -4.2216 3.9751 -0.1763
P 3.5537 2.4607 -1.6295
N 4.6691 2.1536 -0.5716
B 0.9162 2.8769 -2.4384
O 1.6436 3.3148 -3.5135
O -0.4106 2.5802 -2.5410
H 3.2672 3.7095 6.6181
H 1.5663 3.3250 6.2732
H 2.8570 2.2615 5.6700
H 1.3180 2.8818 3.7919
H 0.7671 4.5310 4.2261
H 3.0975 4.5683 2.4790
H 1.5357 5.4053 2.2538
H 2.3964 2.6378 1.3792
H 0.7060 2.9309 1.6100
H 0.4575 5.3147 -1.0880
H -2.1237 4.9026 1.8329
H -0.7387 5.0213 2.6094
H -0.1578 7.1244 0.1211
H 0.1388 0.2342 -1.1734
H 0.5187 -0.6085 1.5516
H 2.1018 -0.3194 0.8619
H 1.1529 -1.6957 -1.1982
H 0.1451 -2.4460 0.0098
H 2.8624 -2.3320 1.0584
H 1.8856 -3.7284 0.7142
H 2.5619 -3.3429 -1.7871
H 3.6488 -4.1734 -0.6959
H 3.4261 -0.2559 -1.3502
H 4.5587 -0.6907 -2.6316
H 2.9431 -1.3790 -2.6421
H 6.8066 -0.8708 0.3557
H 6.5560 -0.8694 -1.4001
H 5.5109 0.1159 -0.3762
H -1.8147 0.3084 1.6001
H -1.5654 -0.3699 0.0049
H -2.5705 2.1139 -0.6005
H -4.6920 0.8712 -1.1262
H -3.2310 -0.0199 -1.6551
H -4.0972 -0.4797 -0.1886
H -4.3341 1.0174 1.6034
H -3.1188 2.2068 2.0210
H -5.6527 2.5161 0.3892
H -4.6151 4.5913 2.2776
H -6.2513 4.0470 2.0148
H -5.1310 3.0659 3.0040
H -4.2866 3.5834 -1.1949
H -3.1709 4.2112 0.0068
H -4.7934 4.9044 -0.1542
H 3.8534 3.4998 -2.5129
H 3.3509 1.3879 -2.5204
H 4.3502 2.1832 0.3887
H 1.1147 3.6186 -4.2633
H -0.9157 3.1745 -3.1150
C 4.0266 6.4187 -6.2986
C 3.9184 6.4603 -4.7906
O 2.8858 6.7774 -4.2248
N 5.0216 6.1172 -4.0746
C 6.3231 5.7099 -4.5627
H 3.0671 6.7143 -6.7110
H 4.7947 7.1054 -6.6559
H 4.2722 5.4146 -6.6464
H 4.8803 6.1533 -3.0763
H 6.5697 4.7046 -4.2171
H 7.1000 6.3921 -4.2140
H 6.3326 5.7098 -5.6479
C 5.6890 -5.9223 0.9409
C 4.9833 -7.2135 1.2680
O 4.3094 -7.8166 0.4456
N 5.1169 -7.6961 2.5328
C 5.8627 -7.1215 3.6331
H 5.4842 -5.6698 -0.0939
H 5.3368 -5.1047 1.5681
H 6.7671 -6.0233 1.0738
H 4.6236 -8.5603 2.6909
H 6.6402 -7.8063 3.9769
H 5.2050 -6.8980 4.4750
H 6.3364 -6.1976 3.3185
C 3.9400 -10.4222 -1.3920
C 3.2484 -11.0653 -2.5685
O 3.8568 -11.5809 -3.4911
N 1.8845 -11.0471 -2.5663
C 1.0024 -10.4734 -1.5722
H 5.0124 -10.5087 -1.5361
H 3.6838 -9.3682 -1.3017
H 3.6653 -10.9191 -0.4609
H 1.4735 -11.4916 -3.3716
H 0.3518 -11.2364 -1.1393
H 0.3735 -9.6957 -2.0100
H 1.5840 -10.0257 -0.7729
C -6.8049 -3.9792 -0.9519
C -6.5851 -2.6435 -0.2805
O -5.4660 -2.2331 -0.0018
N -7.6676 -1.8876 0.0091
C -9.0638 -2.1768 -0.2282
H -5.8354 -4.4411 -1.1094
H -7.4156 -4.6333 -0.3285
H -7.3028 -3.8555 -1.9143
H -7.4469 -0.9906 0.4199
H -9.5028 -1.4242 -0.8841
H -9.6240 -2.1750 0.7089
H -9.1741 -3.1534 -0.6912
C -10.3238 1.8631 1.6391
C -8.8615 1.5071 1.5147
O -8.4306 0.8855 0.5521
N -8.0287 1.9024 2.5065
C -8.3505 2.6395 3.7115
H -10.8397 1.4759 0.7662
H -10.7580 1.4217 2.5367
H -10.4608 2.9438 1.6838
H -7.0650 1.6416 2.3575
H -7.8024 3.5823 3.7447
H -8.0916 2.0608 4.5993
H -9.4127 2.8591 3.7444
*
```

Results
- electronic energy (Eh) = -3506.14683
- HOMO level (hartree) = -0.3104